{
  "formula": "C3H34N2O15",
  "method": "the ωB97M-V functional and the def2-TZVPD basis",
  "homo_ev": -9.515,
  "fmax_ev_per_a": 5.59,
  "molar_mass_g_mol": 338.30,
  "charge": 0,
  "homo_lumo_gap_ev": 9.70,
  "e_tot_ev": -37355.65293,
  "lumo_ev": 0.18,
  "symbols": ["O", "O", "O", "O", "O", "O", "O", "O", "O", "O", "O", "O", "O", "O", "O", "N", "N", "C", "C", "C", "H", "H", "H", "H", "H", "H", "H", "H", "H", "H", "H", "H", "H", "H", "H", "H", "H", "H", "H", "H", "H", "H", "H", "H", "H", "H", "H", "H", "H", "H", "H", "H", "H", "H"],
  "positions_angstrom": [[3.0452, -1.1275, 1.9452], [-1.5507, -1.0322, 3.0143], [-2.7256, -3.2713, 1.2912], [-2.2998, 2.5556, -2.0861], [0.9562, -2.2098, 3.0240], [4.6323, 0.8645, 0.8241], [-1.0633, -3.1457, -1.0974], [4.5595, 1.3349, -2.1592], [-0.2031, 2.4910, 2.4456], [0.8136, -0.1480, -2.8249], [-3.4784, 0.8211, 0.3345], [-2.6877, 1.3691, 2.6586], [-2.5766, -1.0979, -1.8506], [-0.0920, 2.7640, -0.5958], [-1.6718, 0.4501, -3.8616], [0.4249, -0.3868, 0.6269], [2.3854, -0.7874, -1.3939], [0.8968, 1.8226, -0.4893], [0.3192, 0.3403, -0.6068], [1.1592, -0.2623, -1.6819], [-0.8094, 0.0758, -3.6530], [-1.7260, -2.3372, -1.3574], [-2.4380, 0.4294, 2.8865], [4.6510, 1.3108, -0.0877], [-1.8819, -1.6842, 2.4176], [-4.4173, 0.5664, 0.2519], [-2.6670, 2.3879, -1.1574], [-2.2790, 1.7774, -2.5443], [0.4053, 2.9257, 1.7690], [1.7853, -1.8170, 2.9450], [4.8542, 0.0668, 0.4413], [-0.6957, -1.2797, 3.2318], [2.4582, -1.0240, -0.3536], [-0.6206, 2.5730, -1.3364], [3.7291, 0.8390, -2.1150], [1.4622, 2.0447, 0.4475], [1.5713, 2.0805, -1.3029], [0.9344, -2.9818, 2.4270], [-3.2672, 1.3196, 1.1637], [-2.9529, -4.1481, 1.6346], [-0.1397, 2.6720, 3.3466], [-2.4049, -0.5125, -2.4958], [-2.9246, -0.4529, -1.1870], [-1.9979, -3.3191, 0.6593], [-0.7000, 0.6236, -0.9255], [0.1161, -1.4178, 0.4454], [-0.2603, -0.0728, 1.4354], [-1.7495, 0.7999, -4.7820], [4.1005, -1.1486, 2.1110], [-1.2691, -3.8755, -1.6605], [2.8267, -1.6144, -1.9062], [2.9092, -0.1215, 1.6844], [-1.8855, 1.8274, 2.6690], [4.4397, 2.1424, -2.6191]],
  "forces_ev_per_a": [[3.84, 2.73, -0.34], [-2.56, 1.66, 0.02], [-0.36, 0.29, 0.68], [-0.69, 3.40, 3.82], [-3.06, -2.10, 0.38], [-0.58, 3.40, -1.42], [-1.20, 2.73, 0.47], [0.48, -1.33, 1.12], [0.23, -0.54, -3.88], [-0.70, 0.01, -2.19], [-0.52, -0.31, -1.64], [-2.14, -1.70, 0.70], [-1.81, -1.92, 4.70], [0.17, 1.32, 2.45], [-1.19, 0.67, -1.06], [-2.17, -2.11, 1.88], [1.57, -2.37, 2.91], [1.07, -0.10, 0.28], [0.57, 2.10, 1.21], [-0.18, -0.62, -0.41], [0.87, 0.19, -0.30], [1.71, -2.06, 0.27], [-0.10, 0.93, -0.26], [-0.23, 0.30, 1.67], [-0.62, -1.08, -0.72], [0.73, 0.55, 0.56], [0.49, -0.04, -1.95], [-0.05, -3.46, -2.00], [-1.27, -0.44, 2.17], [2.47, 1.11, -0.61], [0.91, -3.49, -0.57], [2.97, -1.02, 0.75], [-0.07, 0.63, -1.58], [-1.59, -0.01, -1.85], [-0.11, 0.18, -0.22], [-0.33, -0.76, -0.48], [0.71, -0.71, -0.25], [0.19, 0.70, 0.49], [-0.32, -0.62, 0.36], [0.41, 0.35, -0.36], [1.14, 1.16, 1.94], [1.32, 2.79, -4.67], [0.18, -0.96, 0.38], [0.07, -0.54, -0.45], [0.28, -1.07, -0.39], [0.68, 2.33, 0.42], [1.75, -0.43, -2.37], [0.52, -0.68, 1.29], [-3.78, 0.11, -0.40], [-0.32, -0.58, -0.60], [-1.43, 1.96, 0.23], [0.36, -2.87, 0.73], [2.12, 1.28, -0.22], [-0.47, 1.05, -0.70]]
}

---

{
  "formula": "C3H37N2O13S2",
  "method": "the ωB97M-V functional and the def2-TZVPD basis",
  "homo_ev": -11.130,
  "fmax_ev_per_a": 3.21,
  "molar_mass_g_mol": 373.46,
  "charge": 1,
  "homo_lumo_gap_ev": 8.84,
  "e_tot_ev": -54974.42376,
  "lumo_ev": -2.29,
  "symbols": ["S", "S", "O", "O", "O", "O", "O", "O", "O", "O", "O", "O", "O", "O", "O", "N", "N", "C", "C", "C", "H", "H", "H", "H", "H", "H", "H", "H", "H", "H", "H", "H", "H", "H", "H", "H", "H", "H", "H", "H", "H", "H", "H", "H", "H", "H", "H", "H", "H", "H", "H", "H", "H", "H", "H", "H", "H"],
  "positions_angstrom": [[1.2003, 4.9450, -0.3320], [0.8871, 3.0487, -0.9585], [-1.7496, -0.2511, 3.7577], [1.6235, -2.2977, 0.1751], [3.2423, -0.0031, 2.3749], [-3.0187, 1.8628, 2.5910], [0.2659, -3.1183, 3.3832], [3.8313, 0.5690, -2.4572], [0.9950, 0.3585, 4.2372], [-1.6333, -0.3386, -4.2973], [4.1339, -1.0046, -0.2554], [-3.6761, 2.5863, -1.7102], [0.2900, -1.5770, -2.0855], [1.6363, -0.0102, -3.7775], [-2.2458, -2.7345, -2.9322], [-2.2495, -0.6762, -0.3627], [-0.0985, -0.3592, 1.1707], [0.2023, 2.1022, 0.5400], [-0.1841, 0.7105, 0.0343], [-1.7423, 0.7102, -0.1528], [-0.7142, 0.1608, 1.8638], [0.4759, -0.9973, -2.8755], [4.1723, 0.2798, -1.5896], [-2.4346, -0.5511, -4.7973], [0.0210, -3.8026, 2.7518], [-2.2163, -2.6337, -3.8997], [-1.4128, -1.1567, 3.8019], [-1.7120, -1.0026, -1.2169], [1.8860, 0.3246, -4.6449], [-0.5494, -1.1558, 0.6873], [0.3761, 0.5275, 4.9607], [4.6468, 0.8177, -2.9059], [-2.5584, 2.7097, 2.7114], [-3.4035, 3.5025, -1.7465], [1.5685, -3.2507, 0.2505], [0.8298, -0.6063, 1.4655], [-2.2498, 1.0579, 0.7675], [-3.2895, 1.7562, 3.5138], [-2.6784, -0.3946, 3.4980], [0.6065, -3.5536, 4.1691], [4.1206, -0.2690, 2.0630], [-0.5633, 2.6666, 1.0790], [-1.9688, -3.6580, -2.8111], [2.3832, 0.2350, -3.1770], [3.6079, -1.7880, -0.4750], [-1.3838, 0.5344, -4.6180], [1.2632, -0.5549, 4.4208], [1.4323, -1.9197, -0.7144], [-4.4953, 2.3347, -1.2891], [0.9516, 2.1221, 1.3289], [3.2775, 0.1925, 3.3189], [-1.9561, 1.4231, -1.0331], [-0.0789, 5.2934, -0.2643], [-0.2383, -2.2046, -2.6087], [3.6295, -0.5486, 0.4134], [0.1900, 0.3081, -0.9085], [-3.2453, -0.7220, -0.4328]],
  "forces_ev_per_a": [[0.30, 0.00, 0.43], [-0.66, -1.09, 0.58], [-0.62, -0.61, -0.26], [0.41, 0.95, 0.43], [-0.07, -0.13, -0.43], [0.05, 0.94, 0.83], [-0.14, 0.47, -0.10], [0.97, 0.36, 0.40], [0.15, -0.48, 0.38], [-0.24, -0.09, -0.26], [0.56, -0.09, -0.32], [0.99, -1.07, -0.79], [-0.21, 0.27, -1.59], [0.01, 0.26, 0.06], [0.42, -0.72, -0.53], [2.99, 0.44, -1.10], [-0.77, 2.32, -1.39], [1.55, 0.71, -0.43], [-2.67, -0.44, 1.31], [-0.63, 0.53, -1.14], [0.94, -1.83, 0.03], [0.64, 0.24, 0.85], [-0.53, -0.42, -0.05], [0.15, 0.21, 0.17], [0.06, -0.09, 0.23], [-0.04, 0.13, 0.47], [0.24, -0.02, 0.13], [-1.73, 0.00, 0.94], [-0.10, -0.08, 0.10], [-0.32, 0.12, 0.97], [-0.03, 0.24, -0.22], [-0.22, 0.12, -0.37], [0.00, -0.13, -0.62], [-0.92, 0.22, 0.46], [-0.13, -0.01, -0.70], [0.59, 0.00, 0.53], [0.48, 0.28, -0.60], [-0.25, -0.45, -0.12], [0.48, 0.23, 0.09], [-0.03, -0.26, -0.07], [-0.07, 0.10, 0.78], [-0.72, -0.20, -0.87], [-0.36, 0.22, 0.09], [-0.19, -0.16, -0.47], [0.04, 0.23, 0.26], [0.09, 0.01, 0.04], [0.01, 0.18, -0.27], [-0.42, -1.24, 0.09], [-0.24, 1.02, 0.21], [0.71, -0.58, -0.30], [0.19, 0.08, -0.20], [0.15, -1.06, 1.47], [-0.38, 0.34, -0.09], [-0.34, -0.32, 0.84], [-0.60, 0.02, 0.18], [0.80, 0.33, 0.42], [-0.32, -0.02, -0.48]]
}

---

{
  "formula": "C3H37O18",
  "method": "the ωB97M-V functional and the def2-TZVPD basis",
  "homo_ev": -7.477,
  "fmax_ev_per_a": 6.92,
  "molar_mass_g_mol": 361.31,
  "charge": -1,
  "homo_lumo_gap_ev": 10.02,
  "e_tot_ev": -40569.13980,
  "lumo_ev": 2.55,
  "symbols": ["O", "O", "O", "O", "O", "O", "O", "O", "O", "O", "O", "O", "O", "O", "O", "O", "O", "O", "C", "C", "C", "H", "H", "H", "H", "H", "H", "H", "H", "H", "H", "H", "H", "H", "H", "H", "H", "H", "H", "H", "H", "H", "H", "H", "H", "H", "H", "H", "H", "H", "H", "H", "H", "H", "H", "H", "H", "H"],
  "positions_angstrom": [[-2.6586, 3.3320, 1.1790], [3.2557, -1.7923, -0.5676], [3.2618, 3.4732, -1.1104], [-2.6377, 0.8526, 2.2707], [0.6257, -2.3397, -1.0224], [-2.7794, -0.3798, -0.4094], [2.1139, 2.6139, -2.5979], [-0.8349, -2.9650, 0.5566], [1.6596, 0.0449, -3.0728], [-0.8015, -1.1364, -3.1269], [-2.1715, -1.7507, 2.4343], [-0.5496, 1.5986, -3.3941], [-1.3018, -3.7151, -2.5219], [3.1707, 1.8238, 1.4183], [1.7170, 1.5704, 3.5589], [1.7897, -4.3273, 1.3079], [-4.7468, 1.0937, -1.1462], [-0.8628, 2.0400, 4.0911], [0.1195, -2.2622, 0.1366], [0.7435, -1.1814, 1.0445], [0.8933, 0.1976, 0.3179], [-2.0455, 1.4651, 2.7457], [1.9870, 2.1151, -3.4125], [-0.1011, 0.6478, 0.2580], [1.4510, 0.0886, -0.6154], [-0.7444, 1.7717, -2.4629], [-1.9410, -3.1637, -2.0500], [-3.0897, 2.7672, 1.8335], [0.8193, 0.1350, -3.6057], [1.2378, 0.9370, 3.0126], [2.8162, 2.8726, -1.7196], [-1.9854, -2.2555, 3.2358], [1.7227, -1.5751, 1.4306], [0.2119, -1.0026, 1.9632], [-1.2362, 0.9819, -3.6795], [-2.5206, -1.3037, -0.3481], [2.1943, -3.7211, 0.6761], [3.3544, 2.6272, 0.9248], [1.6059, 2.0116, -2.0394], [3.6112, -1.9508, -1.4467], [-2.8438, 0.0723, 0.4385], [-4.5673, 0.8532, -0.2352], [2.3003, -2.0157, -0.6244], [3.0305, 1.1255, 0.7606], [1.5197, -0.7145, -2.4954], [-0.7077, -0.9829, -2.1774], [-3.9955, 0.7884, -1.6566], [-0.7028, -2.0855, -3.2608], [1.4570, 0.8564, 0.9937], [0.9294, -4.5408, 0.9246], [2.4875, 1.7510, 2.9522], [-0.5207, 1.2489, 4.5288], [-3.4496, 3.5964, 0.6881], [2.5850, 4.0876, -0.7983], [-1.7277, -2.4404, 1.7797], [-0.8156, -4.0838, -1.7729], [-2.3236, -0.0752, 2.2261], [-0.0090, 2.3202, 3.6824]],
  "forces_ev_per_a": [[-0.89, 0.38, -0.03], [0.13, -0.06, 0.26], [2.78, 2.78, 5.05], [-0.71, 0.15, -0.56], [-0.07, -0.25, 0.87], [0.37, -0.08, -1.07], [-4.61, -2.46, -4.54], [-0.12, -0.34, -0.39], [-0.37, 0.08, -0.89], [-0.54, 0.76, -0.49], [0.85, -2.38, -0.69], [-0.42, 0.49, -0.10], [-0.59, -0.45, 0.17], [0.66, -0.26, 0.09], [0.61, -0.06, -0.36], [0.06, -0.22, 0.00], [-0.99, 0.88, -0.32], [0.87, 0.00, -0.31], [0.24, 0.99, 0.05], [0.97, 0.23, -0.14], [0.16, -0.80, 1.38], [0.37, -0.95, 0.07], [0.41, -0.03, -0.42], [0.07, -0.04, -0.61], [-0.41, 0.23, 0.07], [-0.06, -0.06, -0.19], [-0.01, -0.08, -0.23], [0.43, -0.30, 0.01], [1.07, -0.43, 1.18], [-0.04, -0.17, 0.10], [1.78, 0.38, 0.41], [-0.32, 0.57, 0.42], [-0.59, 0.37, -0.72], [-0.76, -0.24, 0.21], [0.09, -0.13, 0.16], [0.03, 0.12, 0.79], [0.11, -0.10, -0.02], [0.13, 0.21, -0.68], [-0.44, -0.28, 0.02], [-0.07, -0.02, -0.01], [0.44, -0.31, 0.48], [0.14, -0.16, -0.22], [0.16, 0.11, -0.54], [0.50, 0.40, 0.12], [-0.20, -0.17, -0.19], [0.11, -0.35, -0.15], [0.17, -0.27, 0.36], [0.03, -0.31, 0.41], [-0.65, -0.28, -0.47], [0.05, 0.17, 0.07], [-0.70, 0.02, 0.49], [-0.46, 0.00, 0.23], [0.40, 0.22, -0.33], [0.28, -0.06, -0.19], [-0.44, 1.77, 0.28], [0.33, 0.17, -0.11], [0.26, 0.39, 0.94], [-0.60, 0.25, 0.27]]
}

---

{
  "formula": "C3H3BiO",
  "method": "the ωB97M-V functional and the def2-TZVPD basis",
  "homo_ev": [-17.296, -17.295],
  "fmax_ev_per_a": 3.26,
  "molar_mass_g_mol": 264.04,
  "charge": 2,
  "homo_lumo_gap_ev": [3.22, 3.21],
  "e_tot_ev": -11019.92034,
  "lumo_ev": [-14.08, -14.08],
  "symbols": ["Bi", "O", "C", "C", "C", "H", "H", "H"],
  "positions_angstrom": [[0.8539, 1.4445, 2.9812], [-0.3993, 0.4413, 1.6549], [0.4638, -1.1784, -1.3465], [0.2679, 1.2679, 0.9742], [-0.7474, -1.1645, -1.3625], [-0.1559, 1.5484, -0.0179], [-1.8203, -1.1739, -1.4530], [1.5372, -1.1853, -1.4305]],
  "forces_ev_per_a": [[1.53, 0.57, 2.51], [-0.04, -0.14, -0.74], [-0.60, 0.35, 0.07], [-2.59, -0.55, -1.90], [0.74, 0.13, 0.03], [1.00, -0.11, -0.03], [0.32, -0.08, 0.07], [-0.36, -0.17, 0.00]]
}

---

{
  "formula": "C3H3BiO2",
  "method": "the ωB97M-V functional and the def2-TZVPD basis",
  "homo_ev": -17.929,
  "fmax_ev_per_a": 6.41,
  "molar_mass_g_mol": 280.03,
  "charge": 2,
  "homo_lumo_gap_ev": 4.20,
  "e_tot_ev": -13069.86282,
  "lumo_ev": -13.73,
  "symbols": ["Bi", "O", "O", "C", "C", "C", "H", "H", "H"],
  "positions_angstrom": [[3.4826, 0.4888, -0.3242], [2.4085, -1.2351, 0.1068], [0.3071, -0.6437, 0.1570], [1.5838, -0.2945, 0.2257], [-1.9296, 0.0646, -0.1284], [-0.6474, 0.3603, 0.0392], [-0.2642, 1.3621, 0.2431], [-2.2693, -0.9580, -0.2960], [-2.6715, 0.8554, -0.0234]],
  "forces_ev_per_a": [[1.50, 1.06, -0.21], [1.62, -1.39, 0.32], [4.05, 1.04, 0.16], [-6.10, -1.81, -0.77], [0.55, -0.38, 0.26], [-1.79, 1.69, 0.61], [-0.12, -0.32, -0.11], [0.04, 0.24, 0.14], [0.25, -0.12, -0.41]]
}

---

{
  "formula": "C3H3Br",
  "method": "the ωB97M-V functional and the def2-TZVPD basis",
  "homo_ev": [-10.177, -8.910],
  "fmax_ev_per_a": 6.70,
  "molar_mass_g_mol": 118.96,
  "charge": 0,
  "homo_lumo_gap_ev": [8.78, 5.92],
  "e_tot_ev": -73196.65319,
  "lumo_ev": [-1.40, -2.99],
  "symbols": ["Br", "C", "C", "C", "H", "H", "H"],
  "positions_angstrom": [[-2.8751, 0.0457, 0.9252], [0.4460, 0.0022, 0.1012], [0.4247, 0.1872, -1.2548], [0.3352, -0.3729, 1.4032], [0.5764, -0.7283, 2.4225], [0.6620, -0.4772, -2.0164], [0.4308, 1.3433, -1.5808]],
  "forces_ev_per_a": [[0.50, -0.10, 0.16], [-0.62, -2.88, 5.58], [0.22, 4.87, 2.10], [0.28, 1.76, -6.46], [-0.31, 0.64, -1.19], [0.15, -1.51, -0.84], [-0.22, -2.78, 0.65]]
}

---

{
  "formula": "C3H3Br2Cl",
  "method": "the ωB97M-V functional and the def2-TZVPD basis",
  "smiles": "C/C(Br)=C(/Cl)Br",
  "homo_ev": -8.328,
  "fmax_ev_per_a": 8.36,
  "molar_mass_g_mol": 234.32,
  "charge": 0,
  "homo_lumo_gap_ev": 8.71,
  "e_tot_ev": -155764.68587,
  "lumo_ev": 0.38,
  "symbols": ["Br", "Br", "Cl", "C", "C", "C", "H", "H", "H"],
  "positions_angstrom": [[-0.3302, 2.3167, 0.1562], [-1.2372, -2.1448, 0.1674], [-2.8386, 0.5332, 0.0202], [1.3408, -0.1529, -0.0892], [-0.0424, 0.4595, 0.0994], [-1.4074, -0.2871, 0.0135], [1.8182, 0.3337, 0.8065], [1.1100, -1.2762, -0.0490], [1.5867, 0.2180, -1.1250]],
  "forces_ev_per_a": [[0.86, 0.18, -0.02], [-0.77, -0.32, -0.13], [-1.33, -0.06, 0.06], [-2.62, 0.52, 0.39], [-6.74, -3.03, -0.97], [7.92, 2.60, 0.64], [0.76, -1.03, -1.28], [1.22, 1.70, 0.04], [0.71, -0.55, 1.27]]
}

---

{
  "formula": "C3H3Br2F",
  "method": "the ωB97M-V functional and the def2-TZVPD basis",
  "homo_ev": [-8.142, -10.290],
  "spin_multiplicity": 3,
  "fmax_ev_per_a": 2.61,
  "molar_mass_g_mol": 217.86,
  "charge": 0,
  "homo_lumo_gap_ev": [8.49, 8.76],
  "e_tot_ev": -145956.15192,
  "s2": 2.02,
  "lumo_ev": [0.35, -1.53],
  "symbols": ["Br", "Br", "F", "C", "C", "C", "H", "H", "H"],
  "positions_angstrom": [[-0.2416, -1.5978, -1.5142], [-2.0641, 0.6615, -2.5486], [0.6061, 1.0443, -2.0459], [-0.0317, 0.6147, 1.2933], [-0.3594, 0.2943, -1.6153], [0.6786, -0.4700, 1.4684], [1.0638, -0.8282, 2.4478], [-0.4542, 1.5117, 1.8319], [0.8025, -1.2306, 0.6825]],
  "forces_ev_per_a": [[0.69, 0.04, -0.38], [0.82, 0.39, 0.49], [0.62, -0.35, -0.07], [-0.17, 0.75, 1.03], [-2.41, -0.28, -0.95], [-0.29, -0.52, 0.51], [-0.15, 0.59, -0.39], [0.73, -1.31, -0.65], [0.14, 0.68, 0.41]]
}